Record 1
The following is a quantum chemistry calculation of an isolated molecule of C19H25N3O4, from OMol25.

Geometry as XYZ:
```
51
Properties=species:S:1:pos:R:3
C -0.32 -5.08 0.99
C 0.06 -4.57 -0.39
H -0.84 -4.25 -0.93
H 0.59 -5.33 -0.96
O 0.97 -3.48 -0.31
C 0.45 -2.26 -0.10
O -0.76 -2.08 -0.02
C 1.47 -1.21 -0.01
C 1.13 0.15 0.14
N -0.17 0.51 0.16
H -0.79 -0.30 0.11
C -0.76 1.75 -0.29
H -0.02 2.31 -0.87
H -1.08 2.37 0.56
C -2.00 1.49 -1.16
N -3.23 1.53 -0.39
C -4.39 1.54 -1.26
C -5.65 1.68 -0.41
O -5.77 0.63 0.52
C -4.64 0.60 1.36
C -3.35 0.43 0.56
H -2.51 0.47 1.26
H -3.35 -0.55 0.05
H -4.78 -0.25 2.03
H -4.59 1.53 1.94
H -6.55 1.65 -1.03
H -5.62 2.65 0.12
H -4.32 2.38 -1.94
H -4.46 0.61 -1.85
H -2.07 2.28 -1.91
H -1.87 0.53 -1.70
C 2.21 1.09 0.29
C 2.02 2.41 0.73
C 3.08 3.27 0.82
C 4.36 2.85 0.48
C 4.62 1.54 0.11
C 3.54 0.62 0.06
N 3.80 -0.70 -0.17
C 2.83 -1.55 -0.14
H 3.11 -2.59 -0.27
O 5.92 1.27 -0.14
C 6.35 0.01 -0.60
H 5.83 -0.28 -1.52
H 6.19 -0.76 0.15
H 7.41 0.13 -0.80
H 5.20 3.53 0.53
H 2.93 4.28 1.17
H 1.05 2.74 1.04
H -0.96 -5.95 0.90
H -0.86 -4.31 1.54
H 0.57 -5.35 1.55
```

Computed properties:
SMILES: CCOC(=O)c1cnc2c(OC)cccc2c1NCCN1CCOCC1
Spin multiplicity: 1
Kohn-Sham gap in eV: 7.93
LUMO level in eV: 0.3
Energy above the lowest of the compared OMol25 structures with the same formula, charge and spin in kcal/mol: 67.14
Highest occupied orbital energy in eV: -7.642
Molecular weight in g/mol: 359.426

---

Record 2
The following is a quantum chemistry calculation of the ion C7H11N4O2 with charge +1 in a non-equilibrium geometry, from OMol25.

Geometry as XYZ:
```
24
Properties=species:S:1:pos:R:3
C -0.13 -1.56 -0.67
C 1.69 0.17 -1.31
C -0.81 1.01 1.85
C -1.16 -0.38 1.31
C 0.32 1.45 0.96
C 1.31 -1.23 -1.22
C -0.74 1.70 -1.20
N -0.44 -2.77 -0.53
N 2.35 -2.09 -0.42
N -0.63 -0.41 -0.01
N 0.02 0.84 -0.32
O 2.48 1.00 -1.36
O 2.27 -3.23 -0.65
H -1.73 1.63 1.84
H -0.59 0.84 2.98
H -0.76 -1.18 2.00
H -2.25 -0.30 1.10
H 0.21 2.53 0.87
H 1.39 1.18 1.27
H 1.24 -1.68 -2.22
H -0.82 1.16 -2.15
H -1.71 1.85 -0.79
H -0.27 2.61 -1.35
H -1.26 -3.15 -0.02
```

Computed properties:
Total charge: +1
Spin multiplicity: 1
Kohn-Sham gap (spin up / spin down) in eV: 8.70 / 8.70
LUMO level (spin up / spin down) in eV: -4.8 / -4.8
Energy above the lowest of the compared OMol25 structures with the same formula, charge and spin in kcal/mol: 137.96
Highest occupied orbital energy (spin up / spin down) in eV: -13.463 / -13.463
Molecular weight in g/mol: 183.191

---

Record 3
The following is a quantum chemistry calculation of an isolated molecule of C3Cl2FN in a non-equilibrium geometry, from OMol25.

Geometry as XYZ:
```
7
Properties=species:S:1:pos:R:3
C -0.77 -0.68 0.12
C 0.44 0.03 -0.02
C 0.73 1.40 0.00
N 0.70 2.57 0.06
F -0.52 -2.05 0.19
Cl -2.41 -0.14 -0.17
Cl 1.84 -1.13 -0.17
```

Computed properties:
SMILES: N#C/C(Cl)=C(/F)Cl
Spin multiplicity: 1
Kohn-Sham gap in eV: 9.28
LUMO level in eV: -0.9
Energy above the lowest of the compared OMol25 structures with the same formula, charge and spin in kcal/mol: 2.32
Highest occupied orbital energy in eV: -10.200
Molecular weight in g/mol: 139.944

---

Record 4
The following is a quantum chemistry calculation of a cluster of 2 separate species, C11H14N2 in total in a non-equilibrium geometry, from OMol25.

Geometry as XYZ:
```
27
Properties=species:S:1:pos:R:3
C 0.71 4.28 -0.10
C 1.46 0.70 1.07
C 2.49 0.33 0.21
C 0.89 1.95 1.05
C 1.35 2.92 0.14
C 3.01 1.31 -0.64
C 2.30 2.50 -0.79
H 0.99 -0.11 1.61
H 3.03 -0.60 0.28
H 0.12 2.28 1.74
H 3.92 1.10 -1.18
H -0.14 4.56 0.53
H 0.32 4.28 -1.12
H 2.68 3.17 -1.56
H 1.50 5.00 0.03
C -1.79 -4.68 -0.38
C -1.44 -1.33 0.75
C -1.98 -3.24 -0.17
C -2.87 -2.30 -0.61
N -1.12 -2.59 0.77
N -2.58 -1.13 0.03
H -1.16 -0.57 1.46
H -2.93 -0.26 -0.32
H -3.63 -2.39 -1.38
H -1.18 -4.83 -1.27
H -2.71 -5.22 -0.62
H -1.26 -5.11 0.45
```

Computed properties:
SMILES: Cc1c[nH]cn1.Cc1ccccc1
Spin multiplicity: 1
Kohn-Sham gap in eV: 9.33
LUMO level in eV: 0.8
Energy above the lowest of the compared OMol25 structures with the same formula, charge and spin in kcal/mol: 15.35
Highest occupied orbital energy in eV: -8.559
Molecular weight in g/mol: 174.247

---

Record 5
The following is a quantum chemistry calculation of a cluster of 2 separate species, CH2BrNO3 in total in a non-equilibrium geometry, from OMol25.

Geometry as XYZ:
```
8
Properties=species:S:1:pos:R:3
C -2.03 0.05 0.56
N -1.17 -1.17 0.06
O -1.71 -2.22 -0.04
O -0.15 -0.79 -0.42
O -3.18 0.00 0.82
Br 3.07 -0.44 0.01
H -1.55 1.08 0.59
H 2.15 -0.23 -1.00
```

Computed properties:
SMILES: O=C[N+](=O)[O-].Br
Spin multiplicity: 1
Kohn-Sham gap in eV: 9.68
LUMO level in eV: -1.2
Energy above the lowest of the compared OMol25 structures with the same formula, charge and spin in kcal/mol: 17.18
Highest occupied orbital energy in eV: -10.882
Molecular weight in g/mol: 155.935

---

Record 6
The following is a quantum chemistry calculation of a structure of composition C5H11F3HgNO16S4 in a non-equilibrium geometry, from OMol25.

Geometry as XYZ:
```
41
Properties=species:S:1:pos:R:3
Hg -0.64 -0.40 -0.82
S -2.24 -2.84 -1.25
O -2.60 -4.11 -0.55
O -0.73 -2.67 -1.27
O -2.67 -2.80 -2.65
O -2.75 -1.61 -0.57
S 0.38 -0.07 -4.53
O 0.04 0.22 -3.08
O 0.43 1.27 -5.23
O 1.70 -0.76 -4.60
O -0.63 -0.92 -5.19
S -2.97 2.28 -0.60
O -4.11 1.60 0.05
O -2.13 2.96 0.48
O -2.07 1.34 -1.34
O -3.42 3.36 -1.52
C 3.77 -1.21 0.61
F 4.39 -0.25 1.34
F 4.70 -2.18 0.42
F 2.82 -1.75 1.38
S 3.07 -0.60 -1.07
O 3.45 0.80 -1.13
O 3.71 -1.46 -2.02
O 1.65 -0.84 -0.86
C 0.50 2.63 2.55
C 0.40 1.31 1.79
C -0.59 0.32 2.37
O -0.55 -0.82 1.54
C -0.89 -2.01 2.18
N 0.04 1.53 0.39
H 1.31 3.28 2.22
H 0.59 2.47 3.64
H -0.44 3.19 2.44
H 1.39 0.84 1.79
H -1.60 0.73 2.39
H -0.25 0.04 3.38
H -1.38 -2.73 1.52
H -1.61 -1.86 3.00
H 0.01 -2.52 2.55
H 0.74 2.12 -0.05
H -0.82 2.12 0.30
```

Computed properties:
Total charge: -5
Spin multiplicity: 1
Kohn-Sham gap in eV: 3.00
LUMO level in eV: 10.1
Energy above the lowest of the compared OMol25 structures with the same formula, charge and spin in kcal/mol: 0.00
Highest occupied orbital energy in eV: 7.082
Molecular weight in g/mol: 726.986